Record 1
{
  "formula": "C3H4OS",
  "method": "ωB97M-V with the def2-TZVPD basis set",
  "symbols": ["C", "C", "C", "O", "S", "H", "H", "H", "H"],
  "positions_angstrom": [[-1.078817, 0.994733, -1.880167], [0.683491, -0.400412, 0.770424], [-0.578305, -0.528518, 0.055385], [-2.107525, 1.559321, -1.894533], [0.513511, -1.806222, -0.379752], [-0.253062, 0.982279, -2.591371], [1.403785, 0.342311, 0.454864], [0.743280, -0.656864, 1.824793], [-1.552620, -0.712195, 0.469470]],
  "atomic_forces_ev_per_a": [[-0.79, -0.94, 2.66], [0.25, 0.02, 0.16], [-0.62, 1.51, -2.02], [0.79, -0.31, -0.32], [0.27, -0.37, -0.06], [0.38, -0.03, -0.46], [-0.05, 0.09, -0.04], [-0.09, 0.00, -0.08], [-0.14, 0.03, 0.17]],
  "lowdin_charge": [-0.049, -0.474, -0.530, 0.050, 0.756, 0.074, 0.059, 0.066, 0.048],
  "homo_energy_ev": [-7.731, -7.784],
  "relative_energy_kcal_mol": 88.9,
  "homo_lumo_gap_ev": [8.2, 8.0],
  "charge": 0
}



Record 2
{
  "formula": "C38H44As2N2O9PTc",
  "method": "ωB97M-V with the def2-TZVPD basis set",
  "symbols": ["Tc", "O", "N", "C", "C", "C", "C", "C", "H", "H", "H", "H", "H", "C", "O", "C", "O", "C", "C", "As", "C", "C", "C", "As", "C", "C", "O", "O", "C", "C", "O", "O", "C", "C", "O", "O", "C", "H", "H", "H", "H", "H", "H", "H", "H", "H", "H", "H", "H", "H", "H", "H", "H", "H", "H", "C", "C", "C", "C", "C", "C", "N", "H", "H", "H", "H", "H", "H", "H", "H", "C", "P", "C", "C", "C", "C", "C", "C", "C", "C", "C", "C", "C", "C", "H", "H", "H", "H", "H", "H", "H", "H", "H", "H", "H", "H", "H"],
  "positions_angstrom": [[-0.411458, 0.003746, 0.755958], [-1.017704, -0.991939, -0.934585], [-1.510611, -2.237052, -1.107016], [-1.576609, -2.681513, -2.371589], [-2.079697, -3.934607, -2.633179], [-2.515662, -4.734307, -1.586205], [-2.436867, -4.244424, -0.293337], [-1.928970, -2.983296, -0.076202], [-1.213212, -1.994621, -3.121801], [-2.122114, -4.275123, -3.658233], [-2.914592, -5.722914, -1.776003], [-2.769355, -4.831496, 0.554464], [-1.839698, -2.519067, 0.889484], [2.438980, 2.309684, -3.326675], [1.417255, 2.520127, -2.323227], [1.266838, 3.783572, -1.884760], [1.866175, 4.724181, -2.309392], [0.172064, 3.804515, -0.847731], [0.014376, 4.812224, -0.001235], [-1.521304, 5.309468, 1.126057], [-0.599088, 5.109449, 2.850520], [-2.431572, 3.568633, 1.192798], [-2.250162, 2.503551, 0.405298], [-0.838701, 2.146361, -0.935893], [-1.936343, 2.509639, -2.502448], [-3.053961, 1.254908, 0.599616], [-2.516952, 0.216812, 1.057091], [-4.231469, 1.243752, 0.070030], [-5.062910, 0.064604, 0.285555], [-3.535808, 3.469457, 2.236044], [-4.040826, 2.426844, 2.577605], [-3.866866, 4.649303, 2.731534], [-4.949743, 4.672384, 3.701486], [1.016893, 5.944250, 0.165667], [0.646480, 7.078286, 0.328359], [2.271465, 5.538456, 0.269816], [3.246079, 6.596240, 0.476281], [2.282238, 1.305720, -3.704194], [3.421031, 2.389756, -2.868782], [2.345340, 3.044155, -4.116711], [0.225200, 5.821780, 2.884921], [-0.228702, 4.097658, 2.992549], [-1.301770, 5.359011, 3.643395], [-2.364947, 3.494349, -2.364332], [-2.723508, 1.766781, -2.597411], [-1.308083, 2.492396, -3.387525], [-5.351409, 0.024026, 1.332963], [-4.523968, -0.836405, 0.008826], [-5.930278, 0.201719, -0.344526], [-4.904775, 5.646064, 4.171468], [-4.815492, 3.881729, 4.429897], [-5.895708, 4.545221, 3.186970], [4.212687, 6.111233, 0.440110], [3.086586, 7.067820, 1.441346], [3.159573, 7.342561, -0.307163], [1.704719, -2.505252, -0.455495], [2.257526, -1.131308, -0.184700], [3.500230, -0.657543, -0.409774], [3.559296, 0.717031, 0.052462], [2.349400, 1.035390, 0.540756], [1.881864, 2.279953, 1.254864], [1.519198, -0.089778, 0.397371], [2.491639, -3.251186, -0.339772], [1.311672, -2.601373, -1.474108], [0.900551, -2.755579, 0.243724], [4.314636, -1.229053, -0.839937], [4.422748, 1.372949, 0.039637], [2.458281, 2.457682, 2.167035], [0.820354, 2.210860, 1.563269], [1.984214, 3.173148, 0.649097], [-1.177527, -2.853808, 2.984392], [-0.210385, -1.331596, 2.753794], [1.426320, -1.777962, 3.374301], [2.482453, -0.867734, 3.311741], [3.711032, -1.173836, 3.872840], [3.903517, -2.405794, 4.487498], [2.866476, -3.325644, 4.533649], [1.630661, -3.016112, 3.984209], [-0.935109, -0.159760, 3.954418], [-2.325114, -0.109478, 4.106128], [-2.901090, 0.778639, 5.001605], [-2.102433, 1.657696, 5.723992], [-0.723686, 1.638734, 5.556832], [-0.137822, 0.729528, 4.683403], [-1.162811, -3.119107, 4.039264], [-0.745523, -3.666289, 2.397109], [-2.213850, -2.697114, 2.686715], [2.349489, 0.076061, 2.815150], [4.518881, -0.451981, 3.829854], [4.865311, -2.650232, 4.925577], [3.015750, -4.291712, 5.001083], [0.839793, -3.756556, 4.037624], [-2.970535, -0.761985, 3.527756], [-3.976796, 0.783527, 5.132573], [-2.554393, 2.352878, 6.426996], [-0.096402, 2.316895, 6.125840], [0.940292, 0.695141, 4.603979]],
  "atomic_forces_ev_per_a": [[0.85, -0.17, -1.03], [0.05, -0.07, 0.27], [0.09, 0.00, 0.26], [0.08, 0.10, -0.04], [-0.03, -0.08, -0.07], [-0.03, -0.08, -0.06], [-0.04, -0.08, 0.10], [0.00, 0.20, -0.16], [0.02, -0.01, 0.03], [0.00, 0.01, 0.02], [0.03, 0.06, 0.00], [0.03, 0.06, -0.07], [-0.03, 0.06, -0.25], [-0.05, -0.05, 0.13], [0.10, -0.13, -0.14], [-0.07, -0.04, 0.08], [-0.01, 0.08, -0.01], [0.17, -0.17, -0.41], [0.07, 0.40, 0.24], [0.03, -0.12, -0.08], [-0.03, 0.11, 0.05], [-0.25, -0.14, 0.13], [-0.19, 0.06, 0.22], [-0.55, 0.39, 0.65], [0.15, -0.32, -0.08], [0.38, -0.25, -0.06], [-0.30, 0.52, -0.10], [-0.38, -0.15, 0.17], [0.13, 0.12, 0.03], [0.09, 0.04, -0.05], [0.07, -0.24, -0.19], [0.03, 0.10, 0.01], [0.18, 0.01, -0.13], [-0.15, 0.04, -0.05], [-0.11, -0.05, -0.08], [0.14, -0.04, 0.12], [-0.12, -0.08, -0.05], [-0.02, -0.03, 0.02], [0.02, 0.02, 0.06], [-0.05, 0.10, -0.09], [-0.04, -0.02, -0.02], [0.05, -0.06, 0.01], [0.00, 0.00, -0.02], [-0.08, 0.14, -0.01], [-0.03, -0.05, 0.01], [0.04, -0.01, -0.07], [0.04, 0.08, 0.03], [0.09, 0.01, -0.05], [-0.05, 0.09, -0.06], [0.05, 0.08, -0.02], [0.05, -0.08, 0.06], [-0.07, -0.04, -0.08], [0.04, -0.07, -0.01], [-0.05, 0.00, 0.06], [-0.04, -0.02, -0.07], [-0.01, 0.32, -0.02], [-0.40, 0.15, 0.21], [0.78, 0.36, -0.06], [0.81, -0.31, -0.39], [-0.59, -0.11, 0.29], [0.08, -0.46, 0.12], [-0.91, -0.05, 0.08], [-0.03, 0.06, 0.02], [0.01, 0.06, 0.12], [0.07, -0.01, 0.01], [-0.09, 0.15, 0.08], [-0.10, -0.18, -0.03], [-0.04, -0.11, 0.02], [0.14, 0.02, -0.04], [0.06, -0.04, 0.01], [-0.09, 0.03, 0.16], [-0.21, -0.02, 0.24], [0.09, -0.02, -0.06], [0.01, -0.17, 0.04], [0.01, -0.03, 0.03], [0.05, 0.03, 0.00], [0.02, -0.06, 0.01], [-0.03, -0.11, 0.01], [0.02, 0.08, 0.03], [0.00, 0.02, 0.03], [0.02, -0.01, -0.02], [-0.02, 0.04, 0.04], [0.01, -0.01, -0.02], [-0.09, -0.03, -0.02], [-0.07, -0.03, 0.04], [-0.03, 0.04, 0.04], [0.01, -0.02, 0.15], [0.02, 0.22, -0.09], [-0.06, -0.07, -0.03], [-0.10, 0.02, -0.05], [-0.01, 0.07, -0.02], [0.18, 0.11, 0.03], [0.06, 0.03, 0.08], [0.08, 0.03, -0.03], [0.07, -0.12, -0.10], [-0.05, -0.08, -0.05], [0.01, -0.02, -0.01]],
  "mulliken_spin": [1.841, 0.024, -0.005, 0.007, -0.003, 0.007, -0.003, 0.035, 0.000, 0.000, 0.000, 0.000, -0.016, 0.003, -0.001, 0.001, 0.000, 0.004, -0.002, -0.001, 0.001, 0.041, 0.042, -0.009, 0.001, -0.065, -0.035, 0.001, -0.001, 0.001, 0.001, 0.000, 0.000, 0.000, 0.000, 0.000, 0.000, -0.001, -0.001, 0.000, 0.000, -0.001, 0.000, -0.001, 0.001, 0.000, 0.000, 0.000, 0.000, 0.000, 0.000, 0.000, 0.000, 0.000, 0.000, 0.012, -0.027, 0.098, 0.080, -0.031, 0.003, 0.047, -0.001, -0.001, -0.006, -0.005, -0.009, 0.000, 0.010, -0.001, -0.003, -0.044, 0.024, -0.008, -0.003, -0.002, 0.001, -0.001, -0.014, 0.002, -0.003, 0.000, 0.000, 0.015, 0.000, 0.000, -0.003, 0.003, 0.000, 0.000, 0.000, 0.000, 0.002, 0.000, 0.000, 0.000, 0.000],
  "s2": 2.02,
  "homo_energy_ev": [-12.709, -12.686],
  "relative_energy_kcal_mol": 34.6,
  "homo_lumo_gap_ev": [6.4, 6.4],
  "spin_multiplicity": 3,
  "charge": 2
}



Record 3
{
  "formula": "C20H18N8OS",
  "method": "ωB97M-V with the def2-TZVPD basis set",
  "symbols": ["C", "N", "C", "N", "C", "N", "C", "C", "C", "C", "C", "C", "C", "N", "C", "O", "C", "C", "S", "N", "N", "C", "C", "C", "C", "C", "N", "C", "N", "C", "H", "H", "H", "H", "H", "H", "H", "H", "H", "H", "H", "H", "H", "H", "H", "H", "H", "H"],
  "positions_angstrom": [[-4.822937, 4.096784, -2.082403], [-4.388523, 2.751278, -2.430573], [-3.284794, 2.187400, -1.852870], [-2.302092, 2.982604, -1.387686], [-1.274680, 2.333249, -0.768134], [-0.200619, 2.821804, -0.077991], [0.704511, 1.799859, 0.292036], [2.012159, 2.054949, 0.922611], [2.418205, 3.387326, 1.207905], [3.668613, 3.642229, 1.786985], [4.503747, 2.604073, 2.153139], [4.165445, 1.306792, 1.857056], [5.164529, 0.189903, 2.181457], [4.577800, -0.781458, 3.110830], [4.087562, -1.976604, 2.698378], [4.193350, -2.383436, 1.521301], [3.381022, -2.704626, 3.750859], [2.961727, -3.963611, 3.606159], [2.183226, -4.472936, 5.087676], [2.485178, -2.919831, 5.779973], [3.087497, -2.138178, 4.976403], [2.941487, 1.033153, 1.195516], [0.127672, 0.612147, -0.122182], [-1.120098, 0.947172, -0.746442], [-2.124355, 0.189338, -1.328762], [-3.236870, 0.780885, -1.849082], [-4.096172, -0.246906, -2.315072], [-3.469367, -1.420819, -2.083361], [-2.271117, -1.190547, -1.446278], [-1.265743, -2.210989, -1.168763], [-5.581617, 4.439266, -2.771941], [-3.990108, 4.825231, -2.124785], [-5.195398, 4.056014, -1.040837], [-5.069969, 2.040521, -2.615048], [0.001476, 3.786114, 0.040558], [1.825330, 4.281417, 1.031304], [3.987199, 4.663661, 1.998487], [5.449039, 2.830202, 2.666430], [5.504172, -0.286050, 1.266314], [6.083555, 0.625737, 2.598553], [4.170948, -0.405503, 3.937626], [3.097781, -4.576454, 2.709951], [2.714593, 0.015535, 0.917458], [0.511805, -0.372735, -0.004122], [-3.868867, -2.387427, -2.374878], [-1.060721, -2.240951, -0.109020], [-1.618302, -3.242040, -1.482937], [-0.366782, -1.963049, -1.711303]],
  "atomic_forces_ev_per_a": [[0.51, -0.14, 0.71], [0.66, 0.28, -0.11], [0.07, 1.63, -0.28], [-0.31, -0.71, 0.72], [-0.48, -0.96, -0.34], [0.81, 0.02, 0.01], [-0.92, -0.49, -0.62], [0.36, 0.97, 0.00], [0.83, -0.17, 0.44], [-0.77, 0.15, -0.06], [0.66, 0.50, 0.29], [-0.34, -0.91, -0.71], [-0.42, 0.47, 0.04], [0.54, -0.09, -1.08], [0.54, 0.92, -2.49], [-0.16, 0.17, 2.16], [-0.27, 0.08, 0.58], [-0.92, -1.97, 0.56], [1.07, 1.52, -1.21], [0.02, -0.11, -0.48], [-0.18, -0.70, 0.28], [0.25, 0.58, 0.55], [-0.25, 1.27, 0.17], [1.39, -0.62, 0.41], [0.32, -1.51, 0.31], [-0.10, -2.46, -0.17], [0.40, -0.86, -0.02], [-0.68, 3.75, 0.03], [-0.15, -0.41, -0.48], [-0.70, -0.69, -0.30], [-0.29, -0.09, -0.04], [-0.33, -0.67, 0.00], [-0.07, 0.50, -0.42], [-0.56, 0.11, -0.18], [0.00, 0.61, -0.03], [-0.27, -0.41, -0.21], [-0.26, -0.20, -0.10], [-0.40, -0.17, -0.29], [-0.35, -0.45, 0.02], [-0.40, -0.07, 0.25], [-0.07, 0.16, 0.75], [-0.13, 0.25, 0.52], [-0.05, -0.18, 0.01], [0.34, -0.38, 0.16], [0.28, 0.20, 0.23], [0.15, -0.05, 0.32], [0.23, 1.40, 0.26], [0.38, -0.09, -0.13]],
  "lowdin_charge": [-0.091, -0.011, -0.286, 0.179, -0.252, 0.145, -0.177, -0.136, -0.026, -0.080, -0.072, -0.195, -0.109, 0.088, -0.442, 0.033, -0.328, -0.309, 0.972, -0.300, -0.033, 0.039, 0.037, -0.110, -0.131, -0.165, 0.099, -0.118, -0.061, -0.019, 0.070, 0.079, 0.086, 0.111, 0.130, 0.100, 0.106, 0.116, 0.124, 0.119, 0.119, 0.098, 0.111, 0.087, 0.123, 0.082, 0.111, 0.087],
  "homo_energy_ev": -6.994,
  "smiles": "CNc1nc2[nH]c(-c3cccc(CNC(=O)c4csnn4)c3)cc2c2c1ncn2C",
  "homo_lumo_gap_ev": 6.9,
  "charge": 0
}